No. 1
{
  "formula": "FHS2",
  "method": "wB97M-V/def2-TZVPD",
  "elements": ["F", "S", "S", "H"],
  "coordinates": [[0.52906, -0.91780, 2.95928], [0.66414, 0.65904, 2.50173], [-0.96310, 0.55499, 0.56718], [0.31658, 0.23294, 0.07620]],
  "forces_ev_per_angstrom": [[0.19, 1.11, -0.24], [-2.44, -1.20, -1.76], [3.94, -0.15, 2.16], [-1.69, 0.24, -0.17]],
  "spin_multiplicity": 1,
  "homo_lumo_gap_ev": 8.0,
  "total_energy_ha": -896.76032,
  "smiles": "FSS",
  "e_above_lowest_ev": 0.982
}

=====

No. 2
{
  "formula": "C15H35F8N6O10PS2V",
  "method": "wB97M-V/def2-TZVPD",
  "elements": ["O", "V", "N", "S", "O", "O", "F", "S", "O", "O", "F", "P", "F", "F", "F", "F", "F", "F", "C", "O", "N", "C", "C", "H", "H", "H", "H", "H", "H", "H", "C", "O", "N", "C", "C", "H", "H", "H", "H", "H", "H", "H", "C", "O", "N", "C", "C", "H", "H", "H", "H", "H", "H", "H", "C", "O", "N", "C", "C", "H", "H", "H", "H", "H", "H", "H", "C", "O", "N", "C", "C", "H", "H", "H", "H", "H", "H", "H"],
  "coordinates": [[-21.89184, 4.70051, 18.07232], [-21.55109, 6.25819, 18.26273], [-19.58615, 6.00185, 18.97249], [-18.33997, 5.07288, 18.19434], [-17.69868, 4.00726, 18.90081], [-17.50454, 5.81420, 17.30385], [-19.38036, 4.37594, 17.25031], [-18.73620, 6.21661, 20.29830], [-17.43246, 6.83650, 20.18765], [-19.00595, 5.24129, 21.31761], [-19.51308, 7.56774, 20.84035], [-24.57370, 3.16622, 16.04771], [-24.67548, 3.82241, 17.52694], [-25.54026, 4.37618, 15.45392], [-23.28993, 4.15029, 15.75373], [-24.41795, 2.54673, 14.56232], [-23.57451, 2.03362, 16.59961], [-25.91780, 2.33652, 16.33112], [-21.32659, 9.61285, 18.93082], [-21.27544, 8.56085, 18.29512], [-21.91738, 10.71891, 18.48000], [-22.25736, 11.78019, 19.37609], [-22.37598, 10.75953, 17.10292], [-20.87886, 9.61256, 19.93111], [-21.56624, 11.73904, 20.22629], [-23.30863, 11.83019, 19.65439], [-21.94907, 12.79199, 19.07779], [-22.35354, 9.79452, 16.60650], [-23.43156, 11.04871, 17.04521], [-21.88772, 11.53057, 16.50738], [-24.49116, 6.65762, 16.95421], [-23.49049, 6.90675, 17.64798], [-25.71537, 6.97463, 17.35753], [-26.87874, 6.57241, 16.55888], [-26.01162, 7.59203, 18.61280], [-24.47193, 6.00414, 16.07496], [-27.46454, 7.47526, 16.34601], [-27.49024, 5.89644, 17.15026], [-26.59610, 6.22688, 15.57008], [-25.84024, 8.67027, 18.50344], [-26.98705, 7.30953, 18.99585], [-25.29002, 7.28873, 19.37909], [-22.47860, 6.39320, 21.54790], [-22.16651, 6.27034, 20.36872], [-23.56840, 5.85938, 22.06870], [-24.47165, 5.06148, 21.22017], [-23.99576, 5.95506, 23.45061], [-21.81972, 6.87130, 22.28164], [-25.49863, 5.26866, 21.52490], [-24.33888, 4.00176, 21.43696], [-24.33669, 5.26139, 20.16311], [-24.98971, 6.41362, 23.37813], [-24.13168, 5.00867, 23.96805], [-23.42765, 6.67824, 24.03258], [-20.99978, 6.89036, 14.99400], [-21.19345, 6.55929, 16.15947], [-19.92651, 7.58488, 14.60724], [-19.63713, 7.66092, 13.19198], [-18.89487, 8.03516, 15.52841], [-21.65162, 6.60703, 14.16416], [-18.80511, 7.03554, 12.85739], [-19.51473, 8.67118, 12.80419], [-20.44413, 7.22168, 12.59765], [-18.06487, 7.33411, 15.47752], [-18.50459, 8.99169, 15.17122], [-19.31539, 8.21451, 16.51202], [-21.82413, -0.41002, 20.22503], [-20.99981, -1.29877, 20.23694], [-21.58932, 0.85774, 20.67623], [-22.52534, 1.93695, 20.37425], [-20.35907, 1.23603, 21.33409], [-22.84764, -0.49258, 19.82244], [-21.99150, 2.60935, 19.70378], [-22.81359, 2.46056, 21.29067], [-23.45843, 1.60175, 19.92554], [-19.63216, 0.45420, 21.12198], [-19.96652, 2.18453, 20.96361], [-20.51093, 1.33468, 22.41190]],
  "forces_ev_per_angstrom": [[0.93, 3.80, 0.81], [-2.35, -3.64, -1.17], [3.39, -1.27, -0.78], [-0.18, -1.40, -3.49], [-1.09, 0.99, 0.69], [-0.69, 0.52, 0.66], [0.18, -0.08, 0.00], [-0.25, 3.56, 4.87], [-1.03, -1.81, -0.86], [0.26, 0.58, -1.01], [-0.52, -0.85, -0.34], [0.60, 0.04, -0.87], [-0.17, 0.21, 0.33], [0.22, -0.24, -0.07], [-0.17, -0.03, -0.08], [-0.39, 0.22, 0.27], [-0.52, 0.02, 0.26], [0.41, -0.41, 0.06], [-0.08, -0.87, 0.32], [0.19, -0.49, -0.39], [0.12, -0.25, -0.70], [1.29, 1.44, 0.90], [-1.27, 0.43, -0.47], [-0.22, 0.50, 0.11], [-0.67, -0.65, 0.40], [0.03, -0.32, 0.10], [-0.35, -0.27, -1.01], [0.52, -0.10, 0.25], [-0.04, -0.01, 0.42], [0.51, -0.13, 0.16], [-0.40, -1.16, 0.68], [0.75, 0.65, 0.78], [-0.35, -0.78, -1.09], [-0.12, 1.36, -0.17], [1.31, 0.61, 0.80], [0.30, 0.51, -0.10], [-0.12, -0.01, 0.31], [0.05, -0.36, -0.35], [0.12, -0.56, 0.39], [-0.66, 0.01, 0.26], [-0.21, 0.25, -0.37], [0.06, -0.16, -0.23], [0.36, -0.45, 0.83], [0.36, 0.47, -1.52], [-0.56, -0.83, -0.48], [-0.22, -0.06, 0.57], [-0.93, 1.25, -0.18], [0.02, 0.27, -0.12], [-0.01, 0.28, -0.15], [0.26, -0.02, -0.21], [0.18, -0.04, 0.00], [-0.06, -0.16, 0.33], [0.46, -0.18, -0.18], [0.47, -0.33, -0.08], [1.12, 0.09, 0.32], [-0.29, 0.00, 0.99], [-0.34, 0.01, -0.67], [-0.39, -0.41, -1.17], [0.15, 0.39, -0.61], [-0.27, -0.15, 0.20], [0.42, 0.23, 0.58], [0.20, 0.14, 0.37], [-0.30, 0.17, 0.37], [-0.04, -0.09, 0.61], [-0.15, 0.02, -0.10], [0.15, -0.46, 0.15], [0.59, 0.87, 0.06], [-0.28, -0.28, 0.13], [-1.00, 0.02, -0.14], [0.50, -0.15, 0.33], [0.16, -0.35, -0.18], [0.08, -0.24, -0.08], [-0.43, 0.37, -0.09], [0.23, 0.09, 0.07], [0.22, -0.28, -0.27], [0.07, 0.03, 0.21], [-0.14, 0.01, -0.16], [0.05, -0.06, 0.04]],
  "spin_multiplicity": 2,
  "homo_lumo_gap_ev": [7.8, 8.1],
  "s_squared": 0.81,
  "total_energy_ha": -4554.40400
}

=====

No. 3
{
  "formula": "C21H26N2O5",
  "method": "wB97M-V/def2-TZVPD",
  "elements": ["C", "C", "C", "C", "C", "C", "C", "O", "O", "C", "C", "O", "N", "C", "C", "C", "C", "C", "O", "N", "C", "C", "O", "C", "C", "C", "C", "C", "H", "H", "H", "H", "H", "H", "H", "H", "H", "H", "H", "H", "H", "H", "H", "H", "H", "H", "H", "H", "H", "H", "H", "H", "H", "H"],
  "coordinates": [[4.99001, -0.92396, 4.50600], [3.54277, -0.68017, 4.20477], [2.58833, -0.38967, 5.08547], [2.73874, -0.25904, 6.56898], [1.18282, -0.23900, 4.56077], [0.92142, -1.40820, 3.61352], [-0.52385, -1.57921, 3.20450], [-0.91533, -2.47157, 2.49081], [-1.34209, -0.66010, 3.70607], [1.82544, -1.27829, 2.36382], [1.14555, -0.34624, 1.35212], [1.30822, 0.85421, 1.36291], [0.35821, -1.00953, 0.46167], [-0.49412, -0.47856, -0.50995], [-1.36244, -1.35929, -1.15483], [-2.22689, -0.90124, -2.12702], [-2.22766, 0.44082, -2.49224], [-3.22459, 0.92220, -3.49425], [-4.41795, 0.72705, -3.34595], [-2.73529, 1.62605, -4.54752], [-1.35802, 1.65214, -4.98338], [-1.23846, 0.89739, -6.31640], [-2.10407, 1.42865, -7.28972], [-3.44844, 1.36413, -6.86267], [-3.64708, 2.13331, -5.55455], [-1.37252, 1.32013, -1.83594], [-0.51108, 0.87087, -0.85338], [3.20690, -0.70421, 2.73501], [5.22375, -0.78836, 5.55642], [5.26080, -1.94192, 4.22402], [5.60976, -0.24274, 3.92345], [3.77580, -0.27805, 6.88688], [2.29493, 0.67998, 6.89801], [2.20996, -1.06968, 7.07195], [1.06765, 0.69870, 4.01214], [0.46443, -0.24550, 5.37986], [1.20105, -2.33901, 4.12409], [-2.25350, -0.80916, 3.40561], [1.93427, -2.26833, 1.91322], [0.22862, -2.00203, 0.61803], [-1.36559, -2.40296, -0.87460], [-2.91158, -1.58081, -2.61144], [-0.71195, 1.18930, -4.23865], [-1.05476, 2.69507, -5.13304], [-0.22894, 0.98975, -6.72010], [-1.46820, -0.16701, -6.14826], [-4.04467, 1.80078, -7.66477], [-3.74496, 0.31442, -6.71648], [-4.66472, 2.00746, -5.18320], [-3.43510, 3.19570, -5.71591], [-1.39186, 2.37128, -2.08398], [0.14125, 1.55966, -0.34409], [3.22552, 0.33333, 2.38188], [3.97952, -1.24854, 2.19034]],
  "forces_ev_per_angstrom": [[-0.18, 0.07, 0.15], [0.10, -0.04, -0.02], [-0.06, -0.02, 0.00], [0.17, -0.01, -0.16], [0.11, -0.17, 0.00], [-0.13, 0.16, 0.07], [-0.04, -0.53, -0.11], [-0.04, -0.18, 0.02], [-0.25, 0.57, 0.32], [-0.05, 0.09, -0.01], [0.29, -0.49, -0.06], [-0.05, 0.35, 0.03], [-0.05, -0.33, -0.20], [-0.17, 0.23, -0.21], [0.07, 0.05, 0.06], [0.02, 0.16, -0.07], [0.00, -0.05, 0.28], [0.03, 0.08, 0.06], [-0.20, -0.21, 0.09], [-0.02, 0.18, -0.14], [0.32, -0.24, -0.38], [0.22, 0.09, 0.33], [0.03, 0.08, -0.15], [-0.22, 0.16, 0.21], [-0.26, -0.11, -0.25], [-0.20, -0.28, -0.13], [0.15, 0.14, 0.13], [-0.06, 0.03, 0.00], [0.10, 0.00, 0.07], [0.09, -0.06, -0.04], [0.12, 0.02, -0.04], [0.06, 0.00, 0.10], [-0.04, 0.06, 0.11], [-0.07, -0.02, 0.10], [-0.11, 0.07, 0.05], [0.00, 0.04, -0.01], [-0.10, 0.11, -0.08], [0.22, -0.21, -0.12], [-0.04, 0.09, 0.03], [0.11, 0.24, 0.14], [0.00, -0.12, 0.03], [-0.08, -0.07, -0.02], [-0.02, 0.09, -0.11], [0.06, -0.07, 0.04], [-0.02, -0.06, 0.07], [0.04, 0.07, 0.00], [-0.04, -0.05, 0.07], [-0.01, 0.08, -0.01], [0.10, 0.07, -0.08], [-0.04, -0.04, -0.02], [0.03, 0.11, -0.05], [0.01, 0.00, 0.01], [0.07, -0.12, -0.04], [0.01, 0.02, -0.03]],
  "spin_multiplicity": 1,
  "homo_lumo_gap_ev": 9.2,
  "total_energy_ha": -1301.58464,
  "smiles": "CC1=C(C)C[C@@H](C(=O)O)[C@@H](C(=O)Nc2ccc(C(=O)N3CCOCC3)cc2)C1",
  "e_above_lowest_ev": 1.233
}